A cluster of 2 separate species, C5H10NO2 in total in a non-equilibrium geometry, computed with ωB97M-V with the def2-TZVPD basis set.

Each line ends with the Mulliken charge.
CARTESIAN COORDINATES (ANGSTROEM)
C: -0.676 -1.328 -1.219  -0.51
C: -1.427 -1.456 -2.528  -0.93
C: 0.728 -1.296 -1.351  0.06
N: 1.849 0.522 1.957  -0.44
C: 0.657 0.928 2.372  -0.35
C: -0.106 1.901 1.214  -0.18
O: -1.189 2.301 1.709  -0.55
O: 1.350 -1.740 -2.346  -0.70
H: 1.343 -0.818 -0.561  0.31
H: -1.175 -0.859 -0.378  0.32
H: -0.971 -2.243 -3.132  0.24
H: -1.501 -0.509 -3.068  0.19
H: -2.459 -1.779 -2.346  0.32
H: 2.550 0.725 2.695  0.21
H: -0.037 0.074 2.422  0.23
H: 0.591 1.521 3.279  0.38
H: -0.126 1.310 0.264  0.13
H: 0.599 2.744 1.015  0.26

Properties
Energy above the lowest of the compared OMol25 structures with the same formula, charge and spin: 700.5 kJ/mol
HOMO energy: -2.34 eV
Lowest unoccupied orbital energy: 0.95 eV
Charge: -1



A cluster of 2 separate species, C5H10NO2 in total in a non-equilibrium geometry, computed with ωB97M-V with the def2-TZVPD basis set.

Each line ends with the Mulliken charge.
CARTESIAN COORDINATES (ANGSTROEM)
C: -1.592 0.172 0.193  -0.59
C: -1.333 1.654 -0.089  -0.35
C: -0.269 2.289 0.455  0.05
N: 0.032 3.614 0.156  -0.43
H: -0.623 -0.200 0.639  0.02
H: -2.421 -0.052 0.972  0.19
H: -1.850 -0.339 -0.682  0.33
H: -2.021 2.236 -0.708  0.19
H: 0.545 1.813 1.059  0.25
H: 0.683 4.100 0.754  0.18
H: -0.595 4.188 -0.389  0.17
O: -0.440 -2.296 -0.783  -0.74
C: 0.678 -2.219 -0.176  0.67
O: 1.081 -1.298 0.589  -0.75
C: 1.824 -3.267 -0.414  -0.93
H: 2.714 -2.813 -0.013  0.29
H: 1.589 -4.295 -0.074  0.21
H: 1.998 -3.287 -1.489  0.24

Properties
Energy above the lowest of the compared OMol25 structures with the same formula, charge and spin: 159.5 kJ/mol
HOMO energy: -3.82 eV
Lowest unoccupied orbital energy: 3.78 eV
Charge: -1



The ion C5H10NO2 with charge -1 in a non-equilibrium geometry, computed with ωB97M-V with the def2-TZVPD basis set.

Each line ends with the Mulliken charge.
CARTESIAN COORDINATES (ANGSTROEM)
C: -0.577 1.906 2.061  -1.10
C: -0.493 0.821 0.843  0.67
N: 0.794 0.483 0.601  -0.78
C: 0.405 -1.891 -0.147  -1.23
C: 0.975 -0.458 -0.501  0.28
C: 0.404 -0.026 -1.768  -0.77
O: -0.785 -0.573 -2.219  -0.58
O: -1.608 0.400 0.531  -0.75
H: -0.229 2.799 1.679  0.27
H: 0.121 1.570 2.789  0.30
H: -1.659 2.058 2.263  0.28
H: -1.405 -0.491 -1.426  0.34
H: 0.702 -2.572 -0.852  0.49
H: -0.723 -1.987 -0.183  0.21
H: 0.630 -2.178 1.039  0.28
H: 2.032 -0.516 -0.467  0.41
H: 0.288 1.031 -1.650  0.38
H: 1.129 -0.376 -2.595  0.30

Properties
Energy above the lowest of the compared OMol25 structures with the same formula, charge and spin: 242.6 kJ/mol
HOMO energy: -3.48 eV
Lowest unoccupied orbital energy: 4.08 eV
Charge: -1
Structure (SMILES): C/C([O-])=N/[C@@H](C)CO



The ion C5H10NO2 with charge -1 in a non-equilibrium geometry, computed with ωB97M-V with the def2-TZVPD basis set.

Each line ends with the Mulliken charge.
CARTESIAN COORDINATES (ANGSTROEM)
C: -0.735 -0.446 0.421  -0.40
C: -0.655 -1.497 -0.653  -0.95
C: 0.664 -2.184 -0.994  -0.23
O: 1.605 -1.282 -1.528  -0.57
C: -0.429 0.842 0.071  0.49
N: 0.040 1.820 1.019  -0.28
C: -0.028 1.587 2.454  -0.74
O: -0.592 1.354 -1.083  -0.80
H: -0.750 -0.927 1.398  0.14
H: 1.423 -0.338 -1.402  0.33
H: -1.338 -2.346 -0.405  0.34
H: -1.175 -1.063 -1.519  0.30
H: 1.154 -2.547 -0.045  0.17
H: 0.616 -3.030 -1.706  0.26
H: -0.347 2.711 0.742  0.23
H: 0.796 2.140 2.936  0.25
H: 0.074 0.524 2.674  0.26
H: -0.907 2.040 2.930  0.21

Properties
Energy above the lowest of the compared OMol25 structures with the same formula, charge and spin: 224.7 kJ/mol
HOMO energy: -2.36 eV
Lowest unoccupied orbital energy: 4.12 eV
Charge: -1
Structure (SMILES): CN/C([O-])=C/CCO



The ion C5H10NO2 with charge +1 in a non-equilibrium geometry, computed with ωB97M-V with the def2-TZVPD basis set.

Each line ends with the Mulliken charge.
CARTESIAN COORDINATES (ANGSTROEM)
C: 0.463 0.877 0.216  -0.44
C: 0.003 -0.431 -1.897  -0.19
C: 2.081 -0.279 1.538  -0.81
C: -2.250 -0.532 -2.703  -0.54
C: -0.085 0.203 2.454  0.06
N: 0.744 0.272 1.462  0.16
O: 0.795 -0.098 -0.996  -0.05
O: -1.249 -0.081 -1.793  -0.14
H: -0.571 1.198 0.116  0.32
H: 1.177 1.669 -0.015  0.29
H: 2.819 0.516 1.415  0.33
H: 2.224 -0.987 0.718  0.36
H: 2.251 -0.785 2.482  0.31
H: -3.184 -0.105 -2.338  0.24
H: -2.315 -1.619 -2.698  0.30
H: -2.053 -0.175 -3.712  0.29
H: 0.215 -0.285 3.366  0.24
H: -1.066 0.639 2.385  0.25

Properties
Energy above the lowest of the compared OMol25 structures with the same formula, charge and spin: 421.7 kJ/mol
HOMO energy (alpha / beta): -12.08 / -12.07 eV
Lowest unoccupied orbital energy (alpha / beta): -5.48 / -5.48 eV
Charge: +1



The ion C5H10NOS with charge -1 in a non-equilibrium geometry, computed with ωB97M-V with the def2-TZVPD basis set.

Each line ends with the Mulliken charge.
CARTESIAN COORDINATES (ANGSTROEM)
C: -0.204 1.519 0.262  -0.77
C: 1.223 0.796 0.842  -0.26
C: -1.459 1.167 -0.633  -0.56
C: 1.493 -0.374 -1.104  -0.73
C: -1.890 -1.550 0.477  -0.71
N: 1.971 -0.047 0.257  0.64
O: 2.990 -0.634 0.685  -0.79
S: -2.602 0.026 -0.040  -0.23
H: -0.694 1.701 1.249  0.31
H: 0.361 2.469 -0.125  0.28
H: 1.446 1.048 1.909  0.37
H: -1.291 0.719 -1.647  0.14
H: 1.032 0.517 -1.454  0.32
H: 2.397 -0.839 -1.590  0.30
H: 0.562 -1.019 -1.028  0.05
H: -1.308 -2.089 -0.294  0.19
H: -2.801 -2.050 0.894  0.28
H: -1.224 -1.359 1.339  0.16

Properties
Energy above the lowest of the compared OMol25 structures with the same formula, charge and spin: 577.5 kJ/mol
HOMO energy: -2.53 eV
Lowest unoccupied orbital energy: 3.73 eV
Charge: -1



A cluster of 2 separate species, C5H10NOS in total in a non-equilibrium geometry, computed with ωB97M-V with the def2-TZVPD basis set.

Each line ends with the Mulliken charge.
CARTESIAN COORDINATES (ANGSTROEM)
C: -2.637 -0.289 -1.379  -1.05
C: -1.745 0.209 -0.508  0.70
C: -1.869 1.421 0.329  -1.10
C: 1.915 -1.060 0.203  -0.60
C: -0.223 -0.488 -0.497  -0.38
N: 0.630 -0.509 0.463  0.54
O: 0.452 -0.112 1.611  -0.60
S: 4.703 0.501 0.765  -0.78
H: -2.633 -1.255 -1.769  0.36
H: -3.585 0.186 -1.319  0.31
H: -2.876 1.797 0.399  0.35
H: -1.324 2.287 0.022  0.27
H: -1.354 1.115 1.335  0.26
H: 1.760 -1.652 -0.772  0.20
H: 2.750 -0.244 -0.038  0.02
H: 2.436 -1.540 1.074  0.31
H: -0.033 -1.135 -1.344  0.20
H: 3.634 0.768 1.427  -0.02

Properties
<S²>: 2.0209
Spin multiplicity: 3
Energy above the lowest of the compared OMol25 structures with the same formula, charge and spin: 40.2 kJ/mol
HOMO energy (alpha / beta): -2.41 / -2.86 eV
Lowest unoccupied orbital energy (alpha / beta): 3.26 / 1.30 eV
Charge: -1



A structure of composition C5H10NOS in a non-equilibrium geometry, computed with ωB97M-V with the def2-TZVPD basis set.

Each line ends with the Mulliken charge.
CARTESIAN COORDINATES (ANGSTROEM)
C: 0.709 1.926 -0.722  -0.40
C: -0.423 2.311 -0.193  -0.12
C: -0.333 0.240 0.440  -0.51
C: 2.042 -0.162 0.436  -0.90
C: -2.239 -2.443 -0.006  -0.73
N: 0.901 0.483 -0.377  0.07
O: -0.866 1.439 0.752  -0.26
S: -1.390 -1.180 -0.989  -0.02
H: 1.249 2.294 -1.548  0.43
H: -0.847 3.265 -0.304  0.47
H: -0.280 -0.398 1.278  0.59
H: 3.033 -0.026 -0.072  0.33
H: 2.062 0.269 1.475  0.35
H: 1.685 -1.116 0.431  0.45
H: -1.954 -2.433 0.998  0.27
H: -2.189 -3.452 -0.488  0.32
H: -3.373 -2.218 0.072  0.29
H: 0.737 -0.038 -1.154  0.38

Properties
Energy above the lowest of the compared OMol25 structures with the same formula, charge and spin: 308.9 kJ/mol
HOMO energy: -12.93 eV
Lowest unoccupied orbital energy: -4.11 eV
Charge: +1